{"formula": "C5H6N2O2", "method": "ωB97M-V with the def2-TZVPD basis set", "gap_ev": 8.4, "molar_mass_g_mol": 126.1, "e_tot_ha": -453.93948, "relative_energy_kcal_mol": 122.2, "smiles": "C/N=C1N=C/C(=C\\O)O/1", "homo_energy_ev": -9.06, "elements": ["C", "N", "C", "N", "C", "C", "C", "O", "O", "H", "H", "H", "H", "H", "H"], "coordinates": [[-2.976, -1.157, 0.051], [-2.477, 0.169, 0.311], [-1.205, 0.342, 0.085], [-0.596, 1.669, 0.182], [0.596, 1.472, -0.223], [1.035, 0.124, -0.281], [2.041, -0.758, -0.117], [3.550, -0.664, 0.406], [-0.226, -0.551, -0.382], [-2.093, -1.461, -0.808], [-4.181, -0.999, -0.330], [-2.752, -1.612, 1.006], [1.362, 2.290, -0.291], [1.704, -1.778, -0.328], [3.930, 0.272, 0.024]], "forces_ev_per_angstrom": [[0.6, 1.0, -3.4], [3.6, 1.5, -0.6], [-1.8, 1.5, 0.5], [-0.5, -1.5, -1.0], [2.5, 3.0, 1.6], [-0.7, -2.5, -0.2], [2.9, 0.6, 0.9], [-3.3, 3.5, -3.4], [-0.9, -0.1, 0.5], [-3.5, -0.7, 1.9], [3.7, -1.1, 1.2], [-0.9, -1.3, -0.1], [-1.1, -0.5, 0.0], [0.8, 0.2, 0.6], [-1.5, -3.4, 1.4]], "nbo_charge": [-0.456, -0.428, 0.589, -0.345, 0.052, 0.111, 0.132, -0.694, -0.505, 0.198, 0.225, 0.217, 0.204, 0.218, 0.482]}